Formula: C75H160O45
Source: the OMol25 dataset
Level of theory: ωB97M-V with the def2-TZVPD basis set

Last column: Löwdin charge in e.
Element x y z (Å)
1 C 21.06 22.76 12.28  -0.10
2 O 20.44 22.90 13.54  -0.21
3 C 19.18 22.33 13.76  -0.19
4 C 18.83 22.79 15.15  -0.19
5 O 18.39 24.11 15.09  -0.14
6 C 18.34 24.75 16.34  -0.20
7 C 17.53 25.98 16.18  -0.19
8 O 18.25 27.08 15.61  -0.21
9 C 17.79 27.56 14.32  -0.10
10 H 20.64 23.42 11.51  0.09
11 H 21.28 21.69 11.88  0.10
12 H 22.12 22.99 12.45  0.07
13 H 19.34 21.25 13.75  0.11
14 H 18.34 22.58 13.00  0.16
15 H 19.62 22.61 15.81  0.10
16 H 17.95 22.19 15.50  0.12
17 H 19.27 25.11 16.73  0.12
18 H 17.96 24.01 17.09  0.12
19 H 17.36 26.34 17.21  0.13
20 H 16.62 25.82 15.55  0.13
21 H 16.89 28.22 14.52  0.10
22 H 17.47 26.74 13.66  0.08
23 H 18.63 28.12 13.88  0.08
24 C 23.71 19.33 12.04  -0.09
25 O 22.63 18.79 12.77  -0.19
26 C 22.83 17.50 13.26  -0.20
27 C 21.44 16.80 13.28  -0.13
28 O 21.29 16.31 11.92  -0.16
29 C 19.98 15.95 11.61  -0.22
30 C 20.02 14.95 10.44  -0.22
31 O 19.93 15.58 9.22  -0.18
32 C 20.92 16.58 8.89  -0.07
33 H 24.64 19.38 12.59  0.06
34 H 23.37 20.33 11.75  0.08
35 H 23.77 18.70 11.09  0.11
36 H 23.15 17.65 14.28  0.12
37 H 23.52 16.80 12.75  0.12
38 H 20.68 17.54 13.46  0.11
39 H 21.46 16.02 14.03  0.10
40 H 19.27 16.84 11.43  0.15
41 H 19.60 15.41 12.44  0.10
42 H 19.25 14.16 10.57  0.13
43 H 20.96 14.44 10.60  0.12
44 H 20.76 17.51 9.38  0.07
45 H 20.79 16.70 7.83  0.08
46 H 21.96 16.29 9.14  0.09
47 C 17.49 18.44 13.77  -0.11
48 O 17.53 19.64 14.52  -0.21
49 C 16.33 19.79 15.30  -0.19
50 C 15.29 20.46 14.45  -0.17
51 O 15.65 21.82 14.13  -0.14
52 C 15.43 22.83 15.18  -0.17
53 C 14.01 23.21 15.25  -0.22
54 O 13.47 22.26 16.16  -0.22
55 C 12.05 22.16 16.05  -0.09
56 H 18.32 18.46 13.06  0.07
57 H 16.61 18.44 13.12  0.08
58 H 17.66 17.54 14.42  0.11
59 H 16.64 20.41 16.20  0.14
60 H 15.94 18.92 15.75  0.11
61 H 14.36 20.53 15.03  0.11
62 H 15.08 19.91 13.46  0.15
63 H 16.09 23.62 14.87  0.10
64 H 15.66 22.49 16.18  0.12
65 H 13.57 23.04 14.23  0.14
66 H 13.84 24.30 15.58  0.15
67 H 11.77 21.38 16.75  0.08
68 H 11.74 21.92 15.06  0.07
69 H 11.56 23.13 16.33  0.10
70 C 19.30 16.19 18.21  -0.06
71 O 17.99 16.89 18.23  -0.20
72 C 17.33 16.82 19.50  -0.18
73 C 16.12 17.78 19.64  -0.17
74 O 16.57 19.10 19.91  -0.13
75 C 15.43 19.91 20.15  -0.21
76 C 15.77 21.33 20.46  -0.18
77 O 15.86 22.05 19.21  -0.18
78 C 16.50 23.30 19.44  -0.09
79 H 19.19 15.11 17.98  0.10
80 H 19.90 16.36 19.14  0.08
81 H 19.83 16.64 17.40  0.05
82 H 18.02 17.13 20.31  0.12
83 H 16.98 15.83 19.69  0.11
84 H 15.60 17.52 20.53  0.09
85 H 15.52 17.78 18.74  0.13
86 H 14.78 19.54 20.91  0.09
87 H 14.77 19.88 19.27  0.13
88 H 16.67 21.34 21.14  0.14
89 H 14.97 21.79 21.05  0.13
90 H 16.04 23.84 20.25  0.08
91 H 16.49 23.83 18.52  0.05
92 H 17.58 23.13 19.70  0.09
93 C 23.56 14.67 14.62  -0.07
94 O 22.50 14.86 15.59  -0.20
95 C 22.70 15.61 16.75  -0.19
96 C 22.69 14.53 17.82  -0.15
97 O 22.22 15.18 19.00  -0.14
98 C 22.67 14.65 20.22  -0.20
99 C 22.40 15.70 21.31  -0.17
100 O 20.99 15.94 21.41  -0.20
101 C 20.55 16.83 22.44  -0.09
102 H 24.01 13.65 14.78  0.10
103 H 24.29 15.42 14.51  0.05
104 H 23.05 14.66 13.65  0.08
105 H 21.85 16.36 16.87  0.13
106 H 23.58 16.14 16.83  0.08
107 H 23.68 14.09 17.96  0.12
108 H 21.99 13.71 17.46  0.14
109 H 23.75 14.49 20.22  0.11
110 H 22.24 13.71 20.51  0.12
111 H 22.92 16.67 21.09  0.12
112 H 22.82 15.36 22.28  0.13
113 H 20.54 16.42 23.44  0.08
114 H 19.48 17.00 22.33  0.06
115 H 21.08 17.84 22.40  0.10
116 C 25.30 17.21 8.10  -0.07
117 O 25.62 17.22 9.49  -0.20
118 C 26.98 17.25 9.72  -0.23
119 C 27.27 17.40 11.20  -0.21
120 O 27.57 16.19 11.80  -0.13
121 C 26.41 15.38 12.17  -0.14
122 C 26.76 14.15 13.01  -0.18
123 O 27.11 14.69 14.30  -0.23
124 C 27.27 13.67 15.30  -0.09
125 H 25.85 17.93 7.51  0.09
126 H 24.23 17.31 7.99  0.07
127 H 25.51 16.21 7.73  0.09
128 H 27.40 18.09 9.19  0.11
129 H 27.49 16.39 9.28  0.14
130 H 26.46 17.99 11.68  0.13
131 H 28.16 18.01 11.37  0.11
132 H 25.84 15.17 11.24  0.13
133 H 25.64 15.92 12.85  0.12
134 H 27.58 13.52 12.68  0.12
135 H 25.92 13.47 13.21  0.11
136 H 26.32 13.10 15.31  0.08
137 H 27.49 14.16 16.23  0.08
138 H 28.00 12.92 15.00  0.08
139 C 20.07 23.39 21.13  -0.14
140 O 19.29 22.29 21.42  -0.17
141 C 19.96 21.57 22.44  -0.19
142 C 19.38 20.22 22.61  -0.18
143 O 18.13 20.42 23.28  -0.13
144 C 17.53 19.20 23.64  -0.22
145 C 16.28 19.56 24.42  -0.21
146 O 15.45 18.45 24.59  -0.17
147 C 15.07 17.65 23.47  -0.09
148 H 20.32 23.91 22.09  0.11
149 H 19.52 24.08 20.47  0.09
150 H 20.98 23.18 20.64  0.05
151 H 19.85 22.11 23.40  0.15
152 H 21.04 21.50 22.23  0.12
153 H 20.12 19.56 23.10  0.12
154 H 19.15 19.77 21.71  0.10
155 H 18.26 18.63 24.32  0.16
156 H 17.23 18.59 22.80  0.10
157 H 15.78 20.46 24.00  0.13
158 H 16.60 19.86 25.43  0.13
159 H 14.90 18.21 22.56  0.06
160 H 14.14 17.16 23.70  0.09
161 H 15.89 16.97 23.22  0.09
162 C 26.65 22.31 13.36  -0.07
163 O 27.69 22.69 12.42  -0.19
164 C 27.37 22.36 11.10  -0.24
165 C 28.49 22.63 10.16  -0.18
166 O 29.34 21.51 9.94  -0.13
167 C 30.35 21.33 10.92  -0.20
168 C 31.45 22.37 10.93  -0.22
169 O 31.90 22.79 9.66  -0.17
170 C 32.66 21.82 8.98  -0.12
171 H 26.32 21.29 13.23  0.07
172 H 25.82 23.04 13.31  0.09
173 H 27.09 22.40 14.36  0.09
174 H 26.46 22.98 10.81  0.13
175 H 26.96 21.29 11.02  0.15
176 H 29.17 23.43 10.49  0.13
177 H 28.07 22.87 9.15  0.14
178 H 30.88 20.43 10.63  0.11
179 H 29.98 21.14 11.95  0.11
180 H 32.31 21.95 11.48  0.13
181 H 31.18 23.33 11.43  0.13
182 H 32.78 20.92 9.54  0.07
183 H 33.65 22.28 8.83  0.09
184 H 32.32 21.53 7.97  0.10
185 C 21.97 25.53 14.40  -0.08
186 O 22.62 26.50 15.17  -0.19
187 C 23.10 27.67 14.60  -0.25
188 C 24.04 28.35 15.51  -0.18
189 O 25.23 27.61 15.66  -0.15
190 C 26.12 27.33 14.64  -0.21
191 C 26.37 25.82 14.46  -0.22
192 O 26.83 25.15 15.57  -0.20
193 C 28.20 25.17 16.03  -0.02
194 H 20.89 25.74 14.21  0.11
195 H 22.07 24.66 14.99  0.07
196 H 22.48 25.38 13.50  0.06
197 H 22.26 28.28 14.25  0.13
198 H 23.57 27.38 13.64  0.12
199 H 23.46 28.41 16.46  0.15
200 H 24.33 29.34 15.16  0.13
201 H 27.03 27.82 14.90  0.11
202 H 25.78 27.85 13.65  0.16
203 H 26.99 25.66 13.61  0.11
204 H 25.32 25.37 14.28  0.14
205 H 28.08 24.65 16.95  0.06
206 H 28.46 26.21 16.20  0.09
207 H 28.72 24.61 15.31  0.07
208 C 19.65 19.70 18.21  -0.02
209 O 20.81 20.34 17.63  -0.23
210 C 21.21 19.78 16.39  -0.21
211 C 22.22 20.75 15.83  -0.12
212 O 23.50 20.52 16.54  -0.14
213 C 24.60 21.05 15.87  -0.20
214 C 25.82 20.13 15.89  -0.19
215 O 25.63 19.05 15.02  -0.18
216 C 26.42 17.94 15.30  -0.07
217 H 20.03 18.77 18.45  0.05
218 H 18.82 19.68 17.46  0.11
219 H 19.45 20.41 18.99  0.09
220 H 20.40 19.74 15.65  0.12
221 H 21.71 18.84 16.41  0.11
222 H 21.87 21.82 16.04  0.14
223 H 22.34 20.57 14.72  0.13
224 H 24.94 21.98 16.36  0.12
225 H 24.31 21.29 14.80  0.13
226 H 25.92 19.80 16.96  0.15
227 H 26.62 20.72 15.62  0.07
228 H 27.41 18.28 15.62  0.09
229 H 26.52 17.28 14.40  0.09
230 H 26.03 17.51 16.16  0.05
231 C 29.21 22.09 18.79  -0.15
232 C 28.92 22.82 20.08  -0.08
233 O 27.86 21.93 20.62  0.06
234 C 27.36 21.12 19.69  -0.59
235 O 26.40 20.42 19.85  0.14
236 O 28.12 21.19 18.58  0.05
237 H 30.17 21.55 18.87  0.12
238 H 29.32 22.79 17.89  0.14
239 H 28.58 23.84 20.01  0.11
240 H 29.73 22.77 20.88  0.14
241 C 24.31 26.09 18.53  -0.10
242 C 23.38 24.93 18.34  -0.04
243 O 24.38 23.90 18.01  0.04
244 C 25.59 24.20 18.53  -0.52
245 O 26.51 23.47 18.65  0.17
246 O 25.61 25.54 18.89  0.05
247 H 24.02 26.74 19.35  0.13
248 H 24.54 26.73 17.68  0.11
249 H 22.82 25.13 17.41  0.12
250 H 22.74 24.57 19.13  0.12
251 C 23.23 19.57 19.35  -0.07
252 C 23.31 21.10 19.45  -0.08
253 O 23.34 21.33 20.89  0.04
254 C 23.49 20.13 21.56  -0.59
255 O 23.45 20.01 22.75  0.13
256 O 23.47 19.14 20.69  0.04
257 H 23.91 19.13 18.65  0.11
258 H 22.25 19.15 19.10  0.12
259 H 22.40 21.51 19.02  0.11
260 H 24.09 21.61 18.92  0.09
261 C 26.13 17.32 20.62  -0.16
262 C 27.54 16.93 20.29  -0.08
263 O 27.44 16.62 18.84  0.04
264 C 26.15 16.23 18.61  -0.49
265 O 25.75 15.70 17.60  0.12
266 O 25.39 16.50 19.75  0.02
267 H 25.88 18.41 20.45  0.12
268 H 25.83 17.03 21.67  0.15
269 H 27.98 16.03 20.82  0.15
270 H 28.19 17.83 20.40  0.14
271 C 30.54 17.94 14.44  -0.06
272 C 29.50 18.87 13.79  -0.10
273 O 29.25 19.78 14.89  0.04
274 C 30.34 19.84 15.69  -0.59
275 O 30.52 20.57 16.59  0.18
276 O 31.19 18.86 15.36  0.06
277 H 31.21 17.54 13.63  0.15
278 H 30.03 17.20 15.04  0.13
279 H 28.56 18.38 13.56  0.10
280 H 29.74 19.45 12.94  0.09

Output
**E_HOMO**: -9.15 eV
**Electronic energy**: -172485.912 eV
**Net charge**: 0
**Relative energy (zero: lowest compared OMol25 entry of this formula, charge and spin)**: 0.1911 eV